1.
ORCA calculation (ωB97M-V with the def2-TZVPD basis set) on an isolated molecule of C6H16N2 in a non-equilibrium geometry.

Its frontier orbital gap is 9.18 eV. The HOMO energy is -8.067 eV. For the energy above the lowest of the compared OMol25 structures with the same formula, charge and spin, the calculation gives 46.9 kcal/mol. As for the energy: -347.65011 Ha.

Positions of all 24 atoms, in Å:
1 C 1.162 2.043 1.734
2 C -0.332 2.221 1.423
3 C -1.130 0.886 1.627
4 N -1.752 0.234 0.436
5 C -1.095 -0.846 -0.289
6 C 0.238 -0.636 -0.956
7 N 0.941 -1.911 -1.187
8 C 0.891 -2.501 -2.550
9 H 1.557 1.078 1.361
10 H 1.801 2.857 1.312
11 H 1.503 2.076 2.748
12 H -0.390 2.584 0.409
13 H -0.916 2.786 2.157
14 H -2.039 1.073 2.179
15 H -0.517 0.100 2.109
16 H -2.426 0.784 -0.062
17 H -1.723 -1.276 -1.087
18 H -1.053 -1.701 0.391
19 H 0.830 -0.081 -0.226
20 H 0.109 -0.126 -1.947
21 H 1.922 -1.736 -0.951
22 H 1.780 -3.070 -2.809
23 H 0.642 -1.704 -3.260
24 H -0.003 -3.135 -2.563

***

2.
ORCA calculation (ωB97M-V with the def2-TZVPD basis set) on an isolated ion of composition CHO2S2 and charge -1 in a non-equilibrium geometry.

Its frontier orbital gap is 6.64 eV. Its net charge is -1. The HOMO energy is -3.066 eV. For the energy above the lowest of the compared OMol25 structures with the same formula, charge and spin, the calculation gives 50.2 kcal/mol. As for the energy: -985.55761 Ha.

Positions of all 6 atoms, in Å:
1 O 2.611 -1.419 0.153
2 S 1.246 -1.262 0.735
3 O 0.233 0.078 -0.469
4 C -0.914 0.580 -0.128
5 S -1.870 1.399 -1.158
6 H -1.307 0.624 0.867